1.
{"formula": "C6H13N", "method": "ωB97M-V/def2-TZVPD", "homo_lumo_gap_ha": 0.1960, "multiplicity": 1, "elements": ["C", "C", "C", "N", "C", "C", "C", "H", "H", "H", "H", "H", "H", "H", "H", "H", "H", "H", "H", "H"], "coordinates": [[0.231743, 1.696076, -1.471655], [1.143142, 0.824920, -0.651420], [0.936337, -0.618482, -1.069513], [0.636368, 0.151313, 1.703698], [-0.428436, -0.552682, 0.946795], [-0.305708, -1.034647, -0.391918], [-1.723865, -0.926876, 1.694042], [0.552373, 1.734681, -2.561189], [0.042161, 2.770725, -1.256782], [-0.821601, 1.289433, -1.355653], [0.972594, 0.804189, 0.641591], [2.233443, 1.136188, -0.701615], [0.976491, -0.694825, -2.181891], [1.922234, -1.176718, -0.736463], [1.242988, -0.683971, 1.906415], [-0.810693, 0.332675, 0.328455], [-0.762907, -2.049474, -0.565124], [-1.932059, -1.975460, 1.718097], [-1.547908, -0.593173, 2.810089], [-2.556696, -0.433893, 1.194042]], "forces_ev_per_angstrom": [[-1.47, 0.79, -1.11], [2.29, 1.42, -0.01], [2.12, 0.28, -0.46], [-2.00, -3.57, 0.85], [-1.39, 1.26, 1.77], [3.00, -3.13, 1.63], [1.08, 1.27, 2.06], [-0.62, -0.36, 0.91], [0.73, -0.57, 0.57], [0.98, 0.37, -0.81], [0.97, 0.53, -1.90], [-1.20, -0.37, -0.34], [-0.45, -0.24, 0.64], [-2.20, 0.32, -0.27], [0.31, 1.34, -0.69], [-0.70, 0.31, -0.17], [-0.53, 1.56, -0.78], [0.08, -0.81, -0.08], [-0.76, -0.41, -2.30], [-0.25, 0.01, 0.48]]}


2.
{"formula": "C2H6S2", "method": "ωB97M-V/def2-TZVPD", "homo_lumo_gap_ha": 0.3484, "smiles": "CCSS", "multiplicity": 1, "elements": ["C", "C", "S", "S", "H", "H", "H", "H", "H", "H"], "coordinates": [[1.063566, 0.849976, -0.231699], [0.662371, -0.577163, 0.019672], [-2.664408, -0.058931, 0.088234], [-0.935373, -0.319808, 1.141063], [1.358608, 1.395863, 0.674430], [1.828449, 0.791176, -0.935275], [0.229661, 1.361827, -0.683743], [1.257934, -1.200318, 0.504103], [0.301873, -1.022449, -1.008987], [-3.102681, -1.220171, 0.432200]], "forces_ev_per_angstrom": [[-0.23, -0.27, 0.99], [-6.22, 2.70, -3.63], [0.88, 1.09, -0.56], [1.44, -0.55, 0.34], [0.04, -0.24, -0.30], [1.75, 0.52, -1.20], [-0.22, 0.26, -0.14], [2.69, -2.60, 2.27], [0.69, 0.51, 2.16], [-0.83, -1.42, 0.07]]}


3.
{"formula": "C5H12N2", "method": "ωB97M-V/def2-TZVPD", "homo_lumo_gap_ha": 0.3720, "total_charge": 2, "smiles": "C=[NH+]C(=C)CC[NH3+]", "multiplicity": 1, "elements": ["C", "C", "C", "C", "C", "N", "N", "H", "H", "H", "H", "H", "H", "H", "H", "H", "H", "H", "H"], "coordinates": [[1.527040, -0.058650, -0.392457], [0.227672, 0.355885, 0.295819], [-0.968549, -0.286037, -0.382866], [-1.097593, -0.585107, -1.664027], [-2.515249, -0.496832, 1.514320], [-2.243708, -0.110568, 0.333814], [2.731642, 0.647452, 0.207502], [1.729821, -1.125137, -0.258574], [1.572706, 0.197157, -1.445262], [0.065420, 1.432323, 0.285616], [0.349569, -0.005339, 1.324982], [-0.304844, -0.538532, -2.397589], [-2.051216, -0.855754, -2.104026], [-1.749504, -0.935306, 2.146295], [-3.535004, -0.550906, 1.885430], [-2.920118, 0.434797, -0.200362], [2.653137, 1.660657, 0.068459], [3.013130, 0.461177, 1.172439], [3.515648, 0.358721, -0.389511]], "forces_ev_per_angstrom": [[0.14, -0.05, 0.57], [0.36, -1.07, 0.03], [-0.15, 1.35, -0.14], [-0.17, -0.14, -0.30], [-0.17, -0.85, 0.16], [0.51, 0.08, 0.06], [0.33, 0.29, -1.14], [-0.21, 0.13, -0.18], [-0.09, -0.02, -0.11], [0.16, 0.15, 0.14], [-0.41, 0.30, 0.03], [0.27, -0.22, 0.27], [-0.08, -0.01, 0.18], [0.11, -0.09, -0.21], [-0.03, 0.74, -0.03], [-0.42, -0.52, 0.01], [0.03, -0.01, 0.27], [-0.41, -0.18, 0.12], [0.23, 0.11, 0.28]]}


4.
{"formula": "C45H36N6O6PtSSb", "method": "ωB97M-V/def2-TZVPD", "homo_lumo_gap_ha": 0.2568, "total_charge": 3, "multiplicity": 1, "elements": ["Pt", "C", "C", "O", "N", "C", "C", "C", "C", "C", "C", "N", "H", "H", "H", "H", "H", "H", "H", "H", "H", "H", "O", "N", "O", "C", "C", "C", "C", "C", "C", "N", "C", "C", "N", "C", "C", "C", "C", "H", "H", "H", "H", "H", "H", "H", "C", "C", "C", "C", "C", "C", "Sb", "C", "C", "C", "C", "C", "C", "C", "C", "C", "C", "C", "C", "H", "H", "H", "H", "H", "H", "H", "H", "H", "H", "H", "H", "H", "H", "H", "O", "S", "O", "N", "C", "O", "C", "C", "C", "C", "C", "C", "H", "H", "H", "H"], "coordinates": [[-0.028790, -0.063380, -0.206380], [0.363963, 0.125365, 4.122247], [0.791672, -0.324986, 2.759671], [-0.066624, -0.259071, 1.830544], [2.023811, -0.772388, 2.613956], [2.597004, -1.426941, 1.434822], [3.183176, -0.476709, 0.420997], [4.550558, -0.427705, 0.210729], [5.067638, 0.454268, -0.726773], [4.193072, 1.271318, -1.421655], [2.840929, 1.162280, -1.158913], [2.332506, 0.307521, -0.264464], [-0.712015, 0.287679, 4.133712], [0.879321, 1.053243, 4.381024], [0.621924, -0.622543, 4.871755], [2.605375, -0.733592, 3.439453], [1.829615, -2.032615, 0.968110], [3.368688, -2.102254, 1.796165], [5.205535, -1.074087, 0.779746], [6.133647, 0.504674, -0.904330], [4.546268, 1.982166, -2.155192], [2.139291, 1.797860, -1.683854], [-1.056053, 6.063728, -4.380025], [-0.967336, 5.791491, -3.211767], [-1.027632, 6.577289, -2.291486], [-0.738446, 4.353319, -2.873058], [-0.632532, 3.518668, -3.921946], [-0.426834, 2.115049, -3.732571], [-0.341483, 1.180876, -4.780618], [-0.172159, -0.151056, -4.487263], [-0.084468, -0.560846, -3.155309], [-0.158383, 0.317035, -2.164255], [-0.326669, 1.639241, -2.435763], [-0.431777, 2.525227, -1.325172], [-0.343679, 1.941687, -0.097911], [-0.453337, 2.683078, 0.990314], [-0.658566, 4.057727, 0.904384], [-0.756854, 4.668470, -0.320921], [-0.643370, 3.896284, -1.501749], [-0.715259, 3.926591, -4.921990], [-0.418115, 1.515724, -5.808131], [-0.110060, -0.895074, -5.268601], [0.052636, -1.596791, -2.877201], [-0.384433, 2.169579, 1.938600], [-0.744473, 4.636959, 1.813020], [-0.920417, 5.731141, -0.386619], [-5.295815, -3.210630, -2.984285], [-5.880185, -2.230931, -2.192929], [-5.097587, -1.476067, -1.329554], [-3.734575, -1.737399, -1.246303], [-3.142762, -2.717204, -2.033678], [-3.928870, -3.445974, -2.914414], [-2.698687, -0.532622, 0.119241], [-3.445939, -0.376590, 2.057939], [-3.193954, 0.780940, 2.794487], [-3.766340, 0.927768, 4.046520], [-4.585945, -0.076031, 4.555234], [-4.836226, -1.221684, 3.813806], [-4.266173, -1.381927, 2.557165], [-3.280683, 1.295110, -0.830588], [-3.005994, 1.385011, -2.197537], [-3.482225, 2.459508, -2.933676], [-4.242577, 3.445532, -2.309821], [-4.546523, 3.338537, -0.960670], [-4.069318, 2.262268, -0.215118], [-5.908439, -3.793206, -3.658946], [-6.945308, -2.050719, -2.245592], [-5.561315, -0.698667, -0.731547], [-2.082556, -2.931009, -1.974723], [-3.477467, -4.208031, -3.535890], [-2.569612, 1.571185, 2.395215], [-3.586442, 1.825588, 4.623257], [-5.037304, 0.042404, 5.531094], [-5.479864, -1.996684, 4.206940], [-4.484325, -2.272838, 1.982525], [-2.485261, 0.580732, -2.712795], [-3.295470, 2.511635, -3.999290], [-4.626087, 4.277891, -2.885382], [-5.171736, 4.082162, -0.483901], [-4.343164, 2.188059, 0.826685], [-1.977366, -3.770725, 2.842182], [-2.210890, -3.930629, 1.444953], [-3.531328, -4.109583, 0.939881], [-1.532203, -2.563530, 0.670244], [-0.462605, -2.894740, 0.015495], [0.293656, -2.024131, -0.578506], [-0.138941, -4.329436, -0.022033], [0.899548, -4.970713, -0.676342], [0.981569, -6.353936, -0.558401], [0.054873, -7.066036, 0.197795], [-0.987161, -6.421467, 0.862429], [-1.055810, -5.054080, 0.726284], [1.619626, -4.416105, -1.263792], [1.775539, -6.887915, -1.062363], [0.144531, -8.141386, 0.271869], [-1.705775, -6.974105, 1.452503]], "forces_ev_per_angstrom": [[-0.14, -0.11, 0.13], [-0.03, -0.05, 0.01], [0.09, -0.07, 0.12], [-0.02, 0.10, -0.12], [0.02, 0.06, -0.07], [-0.01, 0.05, 0.03], [-0.01, 0.06, 0.05], [-0.02, 0.02, 0.03], [0.02, -0.01, 0.00], [0.01, 0.01, 0.01], [-0.02, 0.04, 0.07], [-0.11, -0.17, -0.07], [0.06, -0.02, -0.02], [0.00, 0.01, 0.00], [0.01, 0.01, 0.01], [-0.01, -0.03, 0.02], [-0.07, -0.08, -0.02], [0.01, 0.01, 0.00], [0.00, 0.00, -0.01], [0.00, 0.00, 0.00], [0.00, 0.00, 0.00], [-0.02, -0.02, -0.01], [-0.07, -0.04, -0.04], [0.14, 0.07, 0.06], [-0.05, -0.05, -0.01], [0.01, 0.07, 0.14], [0.08, -0.08, -0.18], [0.25, 0.06, -0.16], [-0.02, 0.06, -0.05], [-0.03, -0.06, 0.01], [0.06, 0.00, -0.05], [0.14, 0.11, 0.04], [0.25, -0.09, 0.05], [0.01, 0.04, 0.10], [0.17, 0.06, -0.04], [0.02, 0.05, 0.02], [-0.02, -0.04, 0.07], [-0.01, 0.01, -0.06], [-0.03, 0.04, 0.07], [0.01, -0.02, 0.01], [0.01, -0.01, 0.00], [0.00, 0.00, 0.00], [0.00, 0.01, 0.00], [0.03, 0.00, 0.00], [0.00, -0.01, 0.00], [0.00, 0.00, 0.00], [0.00, 0.03, 0.02], [0.02, 0.00, 0.00], [-0.04, 0.02, -0.05], [0.14, -0.14, 0.09], [-0.03, 0.00, -0.03], [0.01, 0.02, 0.01], [-0.07, 0.21, -0.45], [0.09, -0.02, -0.03], [0.01, -0.03, -0.01], [-0.02, -0.03, 0.04], [0.01, -0.02, -0.03], [0.01, 0.03, 0.02], [-0.06, 0.04, -0.03], [-0.01, -0.10, 0.03], [-0.59, -0.05, -0.05], [-0.18, -0.04, 0.11], [0.01, -0.05, -0.01], [0.05, 0.02, 0.01], [0.18, 0.11, -0.13], [0.00, 0.00, 0.00], [0.00, 0.00, 0.00], [-0.01, 0.00, 0.01], [0.01, -0.02, 0.03], [0.00, 0.00, 0.00], [-0.01, 0.02, -0.02], [0.00, 0.00, 0.01], [0.00, 0.00, 0.00], [0.00, 0.01, 0.01], [0.01, 0.00, 0.00], [-0.29, 0.05, 0.07], [-0.06, 0.01, 0.00], [-0.02, 0.00, -0.01], [0.00, 0.01, -0.01], [0.01, -0.04, 0.11], [0.00, -0.02, -0.05], [0.05, 0.00, 0.10], [-0.04, -0.03, -0.04], [0.03, 0.00, 0.18], [0.09, 0.04, -0.04], [-0.04, -0.04, 0.04], [0.06, 0.01, -0.01], [0.02, -0.02, 0.01], [0.00, 0.01, -0.01], [0.01, 0.01, -0.01], [-0.02, -0.01, 0.01], [-0.02, 0.03, -0.01], [0.00, -0.01, 0.00], [0.00, 0.00, 0.00], [0.00, 0.00, 0.00], [0.01, 0.00, 0.00]]}


Strongest force on any atom in eV/Å, matching the order above: 4.6, 7.7, 1.4, 0.6
Relative energy (zero: lowest compared OMol25 entry of this formula, charge and spin) in kJ/mol, matching the order above: 703.0, 88.9, 50.2, 16.9